No. 1
{
  "formula": "C25H33Cl2N9O6P2Ti",
  "method": "ωB97M-V/def2-TZVPD",
  "homo_lumo_gap_ev": 4.48,
  "total_charge": 0,
  "homo_ha": -0.2414,
  "relative_energy_kj_mol": 418.3,
  "e_lumo_ev": -2.094,
  "max_force_ha_per_bohr": 0.0582,
  "symbols": ["Ti", "Cl", "C", "C", "C", "Cl", "C", "C", "C", "C", "N", "C", "C", "O", "H", "H", "H", "H", "C", "N", "C", "P", "O", "O", "P", "O", "N", "C", "C", "N", "C", "C", "N", "C", "C", "H", "H", "H", "H", "H", "H", "H", "H", "H", "H", "H", "H", "H", "H", "H", "H", "H", "H", "H", "H", "H", "H", "H", "H", "O", "N", "C", "C", "N", "C", "N", "O", "N", "C", "C", "C", "C", "C", "H", "H", "H", "H", "H"],
  "positions_angstrom": [[0.097, 0.389, -0.603], [-2.114, -3.381, 1.514], [-0.464, -2.929, 1.734], [0.333, -3.659, 2.623], [1.661, -3.360, 2.777], [2.618, -4.299, 3.873], [2.247, -2.283, 2.077], [3.607, -1.911, 2.135], [4.036, -0.821, 1.428], [3.107, -0.065, 0.695], [1.838, -0.384, 0.614], [1.405, -1.505, 1.245], [0.039, -1.859, 1.003], [-0.639, -1.181, 0.124], [-0.120, -4.466, 3.181], [4.295, -2.491, 2.733], [5.073, -0.517, 1.428], [3.419, 0.831, 0.178], [0.080, -1.476, -5.400], [0.893, -1.457, -4.198], [0.809, -2.702, -3.455], [0.920, 0.040, -3.332], [1.132, -0.444, -1.846], [-1.879, 1.390, -3.932], [-2.324, 0.745, -2.691], [-1.404, 0.856, -1.436], [-3.805, 1.374, -2.135], [-4.490, 2.320, -2.994], [-4.044, 1.564, -0.717], [-2.584, -0.909, -2.941], [-3.115, -1.673, -1.821], [-3.340, -1.169, -4.159], [2.573, 0.485, -3.740], [2.789, 0.771, -5.144], [3.190, 1.493, -2.900], [0.599, -2.027, -6.191], [-0.107, -0.456, -5.738], [-0.886, -1.962, -5.222], [1.185, -3.516, -4.083], [-0.225, -2.932, -3.161], [1.428, -2.641, -2.562], [-4.078, 2.242, -3.997], [-4.357, 3.353, -2.649], [-5.563, 2.107, -3.026], [-3.353, 0.953, -0.137], [-5.070, 1.277, -0.466], [-3.906, 2.617, -0.426], [-2.516, -1.495, -0.935], [-3.066, -2.737, -2.065], [-4.163, -1.415, -1.613], [-2.984, -0.508, -4.945], [-4.416, -1.006, -4.009], [-3.190, -2.207, -4.464], [2.376, -0.038, -5.744], [3.866, 0.833, -5.324], [2.334, 1.721, -5.461], [2.938, 1.303, -1.862], [2.870, 2.516, -3.154], [4.277, 1.441, -3.022], [0.911, 1.990, -0.825], [0.378, 3.217, -0.526], [1.361, 4.231, 0.012], [2.567, 3.643, 0.571], [3.516, 3.157, 0.990], [1.733, 5.274, -0.926], [2.030, 6.140, -1.616], [-0.448, 1.020, 1.214], [-0.063, 2.208, 1.625], [0.671, 2.366, 2.687], [1.005, 3.662, 3.190], [0.738, 4.769, 2.476], [0.259, 4.619, 1.081], [-0.419, 3.288, 0.721], [0.929, 1.457, 3.212], [1.460, 3.716, 4.168], [0.933, 5.761, 2.853], [-0.299, 5.477, 0.714], [-1.493, 3.230, 0.532]],
  "forces_ev_per_angstrom": [[0.748, -1.796, -0.490], [-0.093, -0.030, 0.005], [0.032, 0.485, -0.451], [0.321, 0.004, 0.095], [-0.337, -0.099, 0.011], [0.112, -0.091, 0.075], [-0.191, 0.257, -0.176], [0.069, 0.142, -0.058], [-0.048, -0.104, 0.101], [-0.125, 0.166, -0.067], [0.181, -0.311, 0.308], [-0.019, -0.438, 0.356], [0.332, -0.759, 0.765], [-0.472, -0.720, 0.475], [0.058, -0.054, 0.001], [-0.001, -0.032, 0.013], [0.020, -0.001, 0.046], [0.004, -0.007, -0.051], [0.039, -0.018, 0.150], [-0.322, 0.170, 0.426], [0.287, 0.049, -0.150], [0.582, 0.402, -2.907], [0.635, -0.714, 0.742], [-0.394, 0.145, 0.077], [-1.269, -0.075, -0.776], [-1.427, 0.069, -0.457], [0.820, 0.051, 0.023], [-0.109, -0.054, -0.096], [-0.085, -0.137, -0.105], [0.263, 0.472, 0.261], [0.036, 0.073, 0.012], [0.076, 0.047, -0.146], [0.072, -0.231, 0.567], [-0.087, -0.125, 0.137], [-0.098, -0.052, -0.171], [-0.047, 0.038, -0.056], [-0.051, 0.007, -0.069], [-0.072, 0.029, -0.042], [-0.034, -0.062, 0.072], [0.009, -0.020, 0.014], [-0.027, -0.094, -0.019], [-0.083, 0.070, -0.024], [0.031, 0.011, 0.017], [0.001, 0.012, 0.021], [-0.134, -0.004, 0.064], [0.038, 0.043, 0.068], [-0.001, -0.006, -0.003], [-0.045, -0.096, 0.089], [0.017, 0.016, 0.045], [-0.027, -0.012, -0.022], [-0.031, -0.079, -0.072], [-0.020, 0.010, 0.007], [-0.014, 0.008, 0.019], [0.074, 0.008, -0.103], [-0.017, -0.025, -0.107], [-0.021, 0.040, -0.042], [0.114, 0.046, 0.034], [-0.012, 0.059, 0.047], [0.013, 0.052, 0.051], [1.031, 2.446, 0.167], [0.060, 0.376, 0.352], [-0.466, -0.321, -0.122], [0.282, -0.207, 0.078], [0.068, 0.011, 0.113], [0.049, 0.190, -0.282], [-0.017, 0.092, -0.063], [-0.372, 0.913, 1.287], [0.937, -0.289, 0.774], [-0.832, -0.752, -0.722], [-0.007, 1.328, 0.003], [0.192, -0.595, 0.260], [0.022, -0.035, -0.159], [-0.311, 0.247, -0.471], [-0.012, -0.056, -0.058], [-0.041, -0.006, 0.051], [0.055, 0.020, 0.092], [-0.018, -0.044, 0.034], [0.107, -0.051, 0.132]]
}

=====

No. 2
{
  "formula": "C2H3N3O",
  "method": "ωB97M-V/def2-TZVPD",
  "homo_lumo_gap_ev": 9.78,
  "smiles": "O[C@H]1N=CN=N1",
  "total_charge": 0,
  "homo_ha": -0.3803,
  "relative_energy_kj_mol": 208.4,
  "e_lumo_ev": -0.571,
  "max_force_ha_per_bohr": 0.0102,
  "symbols": ["O", "C", "N", "C", "N", "N", "H", "H", "H"],
  "positions_angstrom": [[-1.917, -0.391, 0.271], [-0.604, -0.020, 0.366], [0.470, -0.977, 0.156], [1.413, -0.241, -0.277], [1.013, 1.117, -0.610], [-0.191, 1.228, -0.314], [-2.214, -0.449, -0.644], [-0.422, 0.206, 1.424], [2.454, -0.526, -0.356]],
  "forces_ev_per_angstrom": [[0.017, -0.090, -0.247], [0.099, 0.013, 0.350], [0.405, 0.276, -0.193], [-0.272, -0.399, 0.101], [-0.332, 0.004, 0.023], [0.256, -0.050, 0.097], [0.209, 0.000, -0.054], [-0.277, 0.290, 0.152], [-0.106, -0.045, -0.230]]
}

=====

No. 3
{
  "formula": "C7H11N4S",
  "method": "ωB97M-V/def2-TZVPD",
  "homo_lumo_gap_ev": 7.98,
  "smiles": "[H]/N=C(\\N)C(=[NH2+])[C@H](N)c1cccs1",
  "total_charge": 1,
  "homo_ha": -0.4641,
  "relative_energy_kj_mol": 141.1,
  "e_lumo_ev": -4.649,
  "max_force_ha_per_bohr": 0.0984,
  "symbols": ["H", "N", "C", "N", "C", "N", "C", "N", "C", "C", "C", "C", "S", "H", "H", "H", "H", "H", "H", "H", "H", "H", "H"],
  "positions_angstrom": [[3.055, 2.909, -0.702], [2.419, 2.084, -0.854], [2.224, 1.064, -0.084], [3.097, 0.573, 0.849], [1.050, 0.252, -0.415], [0.901, -0.322, -1.603], [0.130, -0.170, 0.746], [0.613, -1.516, 0.957], [-1.298, -0.171, 0.287], [-2.134, -1.013, -0.379], [-3.464, -0.499, -0.467], [-3.583, 0.713, 0.046], [-2.187, 1.275, 0.783], [2.871, -0.233, 1.448], [4.034, 0.933, 0.738], [0.076, -0.819, -1.784], [1.612, -0.079, -2.254], [0.365, 0.480, 1.517], [1.244, -1.471, 1.657], [-0.186, -2.235, 1.156], [-1.977, -2.062, -0.711], [-4.408, -0.991, -0.993], [-4.456, 1.297, 0.063]],
  "forces_ev_per_angstrom": [[-0.399, -1.825, 0.360], [-1.154, -0.107, 0.436], [2.615, 2.056, -1.737], [-0.972, -0.376, 0.430], [-0.986, -2.206, -1.567], [1.547, 3.114, 3.676], [-0.567, -1.848, -3.420], [-3.831, -1.978, -1.630], [-0.656, 1.968, 1.213], [-0.403, -1.643, -0.145], [-1.962, -2.249, -2.278], [-0.225, 1.015, 0.689], [1.155, -0.420, -0.228], [0.680, 0.837, -0.667], [-0.039, -0.270, 0.589], [-1.267, -0.883, -0.633], [0.265, -0.108, -1.124], [-0.211, 1.337, 1.846], [2.279, -0.737, 2.961], [2.101, 1.954, -0.270], [0.454, 0.922, 0.234], [2.508, 0.799, 1.193], [-0.932, 0.650, 0.072]]
}